No. 1
{"formula": "C28H55BNO19PS", "method": "the ωB97M-V functional and the def2-TZVPD basis", "lumo_energy_ha": -0.0041, "smiles": "C#CC[C@@]1(P(=N)(O)O)OS(=O)(=O)O[C@@]1(CCCCC)B(O)CC.CCOC(=O)OC.CCOC(=O)OC.CCOC(=O)OC.CCOC(=O)OC", "elements": ["C", "C", "C", "C", "P", "N", "O", "O", "O", "S", "O", "O", "O", "C", "C", "C", "C", "C", "C", "B", "O", "C", "C", "H", "H", "H", "H", "H", "H", "H", "H", "H", "H", "H", "H", "H", "H", "H", "H", "H", "H", "H", "H", "H", "H", "H", "C", "C", "O", "C", "O", "O", "C", "H", "H", "H", "H", "H", "H", "H", "H", "C", "C", "O", "C", "O", "O", "C", "H", "H", "H", "H", "H", "H", "H", "H", "C", "C", "O", "C", "O", "O", "C", "H", "H", "H", "H", "H", "H", "H", "H", "C", "C", "O", "C", "O", "O", "C", "H", "H", "H", "H", "H", "H", "H", "H"], "coordinates": [[3.43154, -1.12996, 3.63923], [2.15990, -1.01637, 3.38383], [0.57327, -1.02635, 3.19294], [0.04803, -0.21056, 1.90101], [0.12876, -1.52659, 0.50867], [-1.20453, -2.45219, 0.45914], [1.43385, -2.65176, 0.74356], [0.23275, -0.80964, -1.06123], [-1.33541, 0.12814, 2.31839], [-1.86362, 1.09746, 1.00338], [-2.84751, 2.18612, 1.43305], [-2.56529, 0.34556, -0.12592], [-0.34751, 1.77891, 0.60245], [0.65005, 1.27491, 1.59859], [2.01994, 1.38541, 0.72719], [3.33197, 1.74586, 1.59184], [4.72318, 1.22792, 0.90347], [4.73481, -0.35161, 0.56625], [6.06981, -1.13282, 1.05564], [0.51254, 2.42938, 2.76484], [0.74832, 3.82592, 2.36516], [0.13724, 2.17037, 4.32544], [1.44797, 2.03601, 5.30660], [4.57343, -1.29296, 3.71479], [0.09938, -0.71343, 4.18909], [0.25577, -2.13633, 3.02675], [-1.85818, -2.14709, 1.20054], [1.00491, -3.34421, 1.32459], [-0.16031, -1.50623, -1.66184], [1.84861, 2.28590, 0.00639], [2.17728, 0.47304, 0.02103], [3.42289, 2.90886, 1.60195], [3.29915, 1.42204, 2.69206], [4.82158, 1.80363, -0.10248], [5.63260, 1.56561, 1.54852], [4.72891, -0.44331, -0.59637], [3.75340, -0.85630, 0.92112], [6.96423, -0.84530, 0.36595], [5.88569, -2.26331, 0.83400], [6.30339, -0.94975, 2.17029], [-0.17921, 4.19670, 2.33012], [-0.59264, 1.30548, 4.51488], [-0.41262, 3.13362, 4.69108], [1.42425, 0.98025, 5.77503], [1.35996, 2.83570, 6.14230], [2.38465, 2.16495, 4.65659], [-3.74238, 2.62329, -1.75283], [-5.15950, 2.68103, -2.29240], [-5.25312, 3.55589, -3.42507], [-4.75108, 3.07503, -4.57743], [-4.24599, 1.98832, -4.73815], [-4.88662, 4.02760, -5.52064], [-4.29189, 3.68691, -6.77048], [-3.37568, 3.62829, -1.52849], [-3.69866, 2.01574, -0.84760], [-3.05524, 2.19224, -2.48594], [-5.81910, 3.09357, -1.52428], [-5.54043, 1.68613, -2.54388], [-4.66762, 2.72993, -7.14073], [-3.20400, 3.66087, -6.66939], [-4.55392, 4.46202, -7.49264], [-1.50995, 4.21559, -13.20318], [-2.93272, 3.90181, -13.62873], [-3.33334, 2.59801, -13.18945], [-3.61712, 2.48560, -11.87820], [-3.57146, 3.37391, -11.05914], [-3.93823, 1.20160, -11.63003], [-4.15551, 0.92102, -10.24948], [-0.82575, 3.43637, -13.54754], [-1.18966, 5.17787, -13.60742], [-1.42099, 4.25659, -12.11440], [-2.98714, 3.89359, -14.72057], [-3.63987, 4.65939, -13.27650], [-4.90675, 1.58966, -9.82213], [-3.21308, 0.99982, -9.70166], [-4.52007, -0.10416, -10.16594], [-3.24291, -6.47441, -0.39776], [-1.85746, -6.06082, 0.06397], [-1.23708, -7.09376, 0.84215], [-0.77623, -8.15090, 0.14798], [-0.83205, -8.29738, -1.05057], [-0.26135, -9.03377, 1.02615], [0.16513, -10.25571, 0.42887], [-3.85771, -6.77459, 0.45433], [-3.73511, -5.65393, -0.92345], [-3.19681, -7.33307, -1.07296], [-1.94277, -5.18711, 0.71507], [-1.21634, -5.77521, -0.77572], [0.87139, -10.07413, -0.38488], [-0.70150, -10.81598, 0.06905], [0.66753, -10.84840, 1.19532], [1.94389, -0.79450, 10.40194], [2.96655, -0.68881, 9.28533], [3.34853, 0.67291, 9.05473], [4.17655, 1.21059, 9.97045], [4.62162, 0.65190, 10.94541], [4.40410, 2.49218, 9.62459], [5.18236, 3.21453, 10.57594], [1.08286, -0.15414, 10.19560], [1.60403, -1.82558, 10.51757], [2.36247, -0.46450, 11.35633], [2.52015, -1.04963, 8.35475], [3.84851, -1.30689, 9.48070], [6.12590, 2.70486, 10.78540], [4.60846, 3.35590, 11.49519], [5.40696, 4.19516, 10.15295]], "forces_ev_per_a": [[-5.7, 0.2, -1.5], [5.0, -0.8, 1.2], [1.7, -0.9, 0.3], [1.7, 1.0, 2.2], [-2.5, -3.3, -2.8], [2.0, 1.7, 1.5], [-2.0, 2.2, 0.1], [0.8, -1.9, 2.6], [0.4, 0.8, -3.5], [-5.7, 2.2, -2.5], [4.3, -3.1, 0.1], [4.0, 1.3, 3.9], [-2.8, -2.1, 1.1], [1.2, -0.4, -1.4], [0.2, 0.3, -0.2], [1.0, 0.9, -0.2], [-0.5, 0.4, -0.4], [0.3, 0.1, -0.8], [-0.7, -0.4, -1.0], [0.6, 1.3, 1.0], [-2.0, -2.6, 0.1], [-0.8, 0.8, 0.8], [-0.7, -0.2, -0.4], [-2.7, 0.5, -0.1], [0.6, -0.1, -1.8], [0.6, 2.0, 0.4], [0.2, -0.2, -0.7], [0.5, 0.9, -1.0], [0.3, 0.9, 0.9], [0.2, -1.6, 1.3], [-0.4, 1.4, 1.5], [-0.3, -2.0, 0.1], [-0.2, 0.2, -1.7], [-0.1, -0.9, 1.7], [-1.7, -0.7, -1.0], [-0.1, 0.0, 2.0], [1.9, 0.7, -0.3], [-1.5, -0.3, 1.5], [0.4, 1.9, 0.7], [-0.2, -0.3, -1.8], [1.4, -0.1, 0.2], [1.1, 1.3, -0.3], [0.8, -1.7, -0.7], [0.3, 1.8, -0.7], [0.5, -1.5, -1.5], [-1.1, -0.1, 1.4], [0.1, 0.0, -0.2], [0.3, -0.3, 0.6], [0.0, -0.1, -0.8], [0.1, 0.1, 0.3], [-0.3, 0.5, 0.0], [-0.1, -0.4, 0.4], [0.2, 0.0, -0.5], [-0.2, 0.0, 0.1], [-0.2, 0.3, -0.3], [-0.2, -0.1, 0.1], [0.0, 0.2, -0.3], [0.2, 0.1, -0.2], [0.1, 0.1, 0.2], [-0.1, -0.2, 0.0], [-0.1, 0.0, 0.3], [0.1, -0.1, 0.3], [0.3, 0.6, -0.2], [-0.3, -0.2, 0.5], [0.2, 0.0, -0.1], [-0.1, -0.4, -0.4], [0.1, 0.6, -0.2], [-0.1, -0.2, 0.5], [-0.1, 0.1, -0.1], [0.0, -0.1, 0.0], [-0.1, 0.1, -0.1], [-0.1, -0.3, 0.2], [0.1, -0.2, 0.1], [0.2, 0.0, -0.1], [-0.2, 0.1, 0.0], [0.1, 0.1, -0.3], [0.0, -0.4, -0.1], [-0.5, 0.5, -0.3], [0.5, -0.6, -0.1], [-0.3, 0.2, 0.1], [0.1, 0.1, 0.6], [-0.1, 0.4, -0.3], [0.2, -0.4, -0.1], [0.0, 0.2, 0.0], [0.1, 0.0, 0.1], [0.1, 0.2, 0.0], [0.2, -0.2, 0.1], [0.0, -0.2, 0.1], [-0.2, 0.0, 0.0], [0.1, 0.1, -0.1], [-0.1, 0.3, 0.1], [0.1, 0.2, 0.3], [-0.3, -0.6, 0.2], [0.5, 0.4, 0.2], [-0.2, 0.0, 0.0], [-0.2, 0.3, -0.6], [-0.1, -0.6, 0.0], [0.3, 0.3, 0.3], [0.0, -0.1, -0.1], [0.0, 0.1, -0.1], [0.0, -0.1, -0.1], [0.2, 0.3, 0.0], [0.0, 0.2, 0.1], [-0.2, 0.0, 0.1], [0.2, -0.1, 0.0], [-0.2, -0.2, -0.2]]}

=====

No. 2
{"formula": "C21H35F4GeN6O2SSe2V", "method": "the ωB97M-V functional and the def2-TZVPD basis", "total_charge": 1, "spin_multiplicity": 2, "lumo_energy_ha": [-0.1829, -0.1537], "elements": ["V", "C", "C", "N", "C", "C", "C", "C", "N", "C", "C", "F", "C", "F", "C", "C", "F", "C", "F", "H", "H", "H", "H", "H", "H", "H", "H", "H", "H", "H", "H", "H", "H", "H", "C", "O", "C", "O", "N", "N", "H", "H", "H", "H", "H", "H", "Se", "C", "N", "C", "Ge", "C", "C", "C", "Se", "C", "H", "H", "H", "H", "H", "H", "H", "H", "H", "H", "H", "H", "H", "H", "S", "C", "N"], "coordinates": [[0.63671, 1.37385, 0.35561], [1.06231, -1.18666, 3.61317], [-0.20239, -0.41504, 3.28221], [-0.56760, -0.42262, 1.84727], [-0.88384, -1.80211, 1.39482], [0.25083, -2.53276, 0.68733], [-1.75957, 0.42942, 1.66689], [-1.47184, 1.86098, 2.10805], [-0.07913, 2.23200, 1.79603], [0.52011, 3.28734, 2.50867], [1.90781, 3.31369, 2.63625], [2.61379, 2.27555, 2.15324], [2.57071, 4.30548, 3.31841], [3.90095, 4.24758, 3.39681], [1.87420, 5.32322, 3.93205], [0.50047, 5.30482, 3.83727], [-0.22179, 6.26464, 4.41272], [-0.17096, 4.31642, 3.14256], [-1.50202, 4.40664, 3.05662], [1.29363, -1.04586, 4.66910], [1.90429, -0.82297, 3.02480], [0.95175, -2.25823, 3.44029], [-0.05737, 0.61516, 3.59539], [-1.04539, -0.81826, 3.85509], [-1.74177, -1.74775, 0.72395], [-1.20778, -2.38639, 2.26060], [0.51505, -2.02506, -0.23860], [-0.07495, -3.54527, 0.43829], [1.13608, -2.60740, 1.31833], [-2.62394, 0.06683, 2.23562], [-2.02714, 0.39488, 0.61347], [-1.64380, 1.96637, 3.17595], [-2.16582, 2.52718, 1.59481], [2.38555, 6.10231, 4.48079], [4.83582, -1.98967, 1.06572], [3.63262, -1.22059, 1.25999], [3.06317, -0.61957, 0.24300], [1.99279, -0.01482, 0.46787], [3.62221, -0.67743, -0.95374], [3.02683, -0.18501, -2.13065], [5.06645, -2.41847, 2.03212], [5.65625, -1.34390, 0.75241], [4.66493, -2.78895, 0.34538], [4.46642, -1.19720, -1.10643], [2.04709, -0.01626, -1.94070], [3.46549, 0.70174, -2.36398], [-2.52608, 3.30463, -2.49023], [-1.44287, 2.51869, -1.43325], [-0.68256, 1.96634, -0.68795], [-4.42294, -1.11951, -2.34356], [-3.30478, -2.33922, -3.36958], [-4.04027, -4.14243, -3.35620], [-3.06531, -1.67900, -5.18262], [-1.56595, -2.41502, -2.45357], [-0.70300, -0.66761, -2.38045], [0.35836, -0.84726, -4.00414], [-5.33868, -0.89802, -2.89494], [-3.89801, -0.17814, -2.16297], [-4.70300, -1.56157, -1.38425], [-4.95017, -4.16820, -3.96124], [-4.29925, -4.44811, -2.34093], [-3.33485, -4.86329, -3.77235], [-4.02739, -1.68041, -5.69747], [-2.37857, -2.30978, -5.74994], [-2.68669, -0.65506, -5.17380], [-0.87459, -3.12359, -2.91063], [-1.72874, -2.73277, -1.42101], [-0.29698, -1.16119, -4.81302], [1.16042, -1.56517, -3.85947], [0.77340, 0.13078, -4.23883], [3.51449, 3.80495, -2.22607], [2.53728, 3.09162, -1.22111], [1.80952, 2.51050, -0.47527]], "forces_ev_per_a": [[-0.1, -0.8, 1.4], [0.0, 0.0, 0.0], [0.3, -0.1, -0.1], [-0.2, 0.4, -0.4], [0.2, 0.0, -0.1], [0.0, 0.0, 0.1], [0.1, -0.1, 0.2], [0.1, 0.0, 0.0], [0.2, 0.4, 0.5], [-0.1, -0.3, -0.1], [0.0, -0.3, 0.0], [0.0, -0.1, -0.1], [0.1, 0.0, 0.0], [0.0, 0.0, 0.0], [0.0, 0.1, 0.1], [0.0, 0.1, 0.1], [0.0, 0.0, 0.0], [-0.2, 0.1, -0.1], [-0.1, 0.0, 0.0], [0.0, 0.0, 0.0], [0.0, 0.0, 0.0], [0.0, 0.0, 0.0], [0.0, 0.0, 0.0], [-0.1, 0.0, 0.0], [0.0, 0.0, -0.1], [-0.1, 0.0, 0.1], [0.0, 0.0, 0.0], [0.0, 0.0, 0.0], [0.0, 0.0, 0.0], [0.0, -0.1, 0.1], [-0.1, 0.0, 0.0], [0.0, 0.1, 0.1], [0.0, 0.1, 0.0], [0.0, 0.0, 0.0], [0.0, 0.1, 0.0], [0.1, -0.2, 0.1], [-0.1, 0.5, 0.1], [0.4, -0.5, -0.1], [-0.1, 0.1, -0.3], [0.3, 0.0, 0.0], [0.0, 0.0, 0.1], [0.0, 0.0, 0.0], [0.0, 0.0, 0.0], [0.0, -0.2, 0.0], [-0.2, -0.1, 0.0], [-0.1, 0.1, 0.1], [0.0, 0.0, 0.0], [0.3, -0.2, 0.2], [-1.5, 0.3, -1.4], [-0.1, 0.1, 0.1], [0.0, 0.0, 0.0], [-0.1, 0.0, -0.1], [0.0, 0.0, -0.1], [0.1, -0.1, 0.2], [0.1, 0.0, -0.2], [-0.1, 0.0, 0.0], [0.0, 0.0, 0.1], [0.0, 0.0, 0.0], [0.0, 0.0, 0.0], [0.1, 0.0, 0.1], [0.0, 0.0, 0.0], [0.0, 0.0, 0.0], [0.0, 0.0, 0.0], [0.0, 0.0, 0.0], [0.0, 0.0, 0.0], [0.0, 0.0, 0.0], [0.1, 0.0, 0.0], [0.0, 0.0, 0.0], [0.0, 0.0, 0.0], [0.0, 0.0, 0.0], [0.0, 0.0, 0.0], [-0.1, -0.2, 0.1], [0.9, 0.8, -0.3]]}

=====

no.,calculated total energy (eV)
1,-91115.1126
2,-269975.1960